Below is a molecular structure, C8H11N, with properties calculated with ωB97M-V/def2-TZVPD.

The calculation puts the HOMO-LUMO gap at 8.5 eV. The value obtained for the electronic energy is -9955.6972 eV. The value obtained for the highest occupied orbital energy is -0.2742 Ha. As for the energy above the lowest of the compared OMol25 structures with the same formula, charge and spin: 171.3 kcal/mol.

The geometry in ORCA input format:
```
! wB97M-V def2-TZVPD RIJCOSX def2/J DEFGRID3
* xyz 0 1
C 1.2761 1.6565 0.0161
C 1.7940 0.3160 -0.3326
C -0.9931 0.0845 0.9712
C -2.1849 0.0331 0.0122
C -0.9571 0.2513 -0.8613
C -0.4720 1.2426 0.1720
C 1.5892 -0.8061 0.4193
C -0.5122 -1.0648 -0.2042
H 1.5425 2.4940 0.9407
H 1.3295 2.2920 -0.9656
H 1.5290 0.0376 -1.2946
H -1.2207 -0.3264 1.9509
H -2.9996 0.8377 0.1412
H -2.6122 -1.0957 -0.2301
H -1.0268 0.1881 -1.9259
H -0.8747 2.2074 0.3198
H 2.0264 -1.2574 1.4839
H 0.7102 -2.4507 0.2475
H -1.3884 -1.7110 -0.4309
N 0.8206 -1.6420 -0.1991
*
```